Formula: C36H34BF5N5O3OsSbSe
Source: OMol25
Level of theory: wB97M-V/def2-TZVPD

CARTESIAN COORDINATES (ANGSTROEM)
1 Os -0.273 0.262 0.506
2 C -0.467 2.911 -2.203
3 C 0.953 2.608 -1.836
4 C 1.971 3.510 -2.147
5 C 3.283 3.194 -1.854
6 C 3.566 1.953 -1.293
7 C 2.506 1.113 -0.998
8 N 1.237 1.445 -1.233
9 Sb 3.091 -0.890 -0.304
10 C 2.053 -1.347 1.595
11 C 2.847 -2.091 2.453
12 C 2.404 -2.345 3.745
13 C 1.201 -1.798 4.149
14 C 0.435 -1.056 3.256
15 C -0.832 -0.408 3.726
16 N 0.854 -0.887 1.988
17 C 1.469 -1.763 -1.477
18 C 1.717 -2.864 -2.281
19 C 0.736 -3.257 -3.179
20 C -0.415 -2.499 -3.281
21 C -0.604 -1.410 -2.437
22 C -1.808 -0.535 -2.584
23 N 0.319 -1.090 -1.518
24 H -0.738 3.922 -1.904
25 H -1.145 2.201 -1.737
26 H -0.586 2.848 -3.287
27 H 1.718 4.450 -2.619
28 H 4.079 3.892 -2.077
29 H 4.583 1.650 -1.083
30 H 3.809 -2.453 2.114
31 H 3.007 -2.924 4.432
32 H 0.840 -1.927 5.160
33 H -0.656 0.098 4.675
34 H -1.607 -1.155 3.898
35 H -1.211 0.316 3.004
36 H 2.657 -3.394 -2.213
37 H 0.880 -4.124 -3.811
38 H -1.171 -2.733 -4.019
39 H -2.616 -1.056 -3.092
40 H -1.547 0.336 -3.188
41 H -2.153 -0.184 -1.610
42 C -4.714 -2.709 1.282
43 C -3.207 -2.789 1.454
44 C -2.883 -3.340 2.836
45 O -2.659 -1.430 1.391
46 B -1.494 -1.451 0.662
47 O -1.262 -2.665 0.111
48 C -2.435 -3.513 0.300
49 C -1.974 -4.922 0.619
50 C -3.198 -3.507 -1.020
51 H -5.135 -2.134 2.108
52 H -5.149 -3.708 1.307
53 H -5.003 -2.225 0.351
54 H -3.331 -2.692 3.591
55 H -1.805 -3.389 3.002
56 H -3.302 -4.337 2.959
57 H -1.290 -4.944 1.465
58 H -1.459 -5.338 -0.246
59 H -2.838 -5.549 0.841
60 H -3.573 -2.510 -1.255
61 H -4.038 -4.200 -0.988
62 H -2.524 -3.818 -1.817
63 Se -3.796 1.083 0.542
64 N -2.050 1.584 0.499
65 C -2.021 2.915 0.724
66 C -0.880 3.746 0.732
67 C -1.037 5.078 0.989
68 C -2.310 5.663 1.215
69 C -3.440 4.907 1.179
70 C -3.315 3.516 0.936
71 N -4.339 2.680 0.838
72 H 0.097 3.325 0.535
73 H -0.159 5.712 1.020
74 H -2.377 6.728 1.389
75 H -4.426 5.332 1.301
76 F 3.355 4.342 5.625
77 C 2.863 3.620 4.666
78 C 1.480 3.413 4.593
79 F 0.692 3.928 5.510
80 C 0.960 2.671 3.567
81 F -0.330 2.423 3.525
82 C 1.781 2.145 2.518
83 O 1.310 1.623 1.469
84 C 3.196 2.289 2.710
85 F 3.986 1.692 1.843
86 C 3.725 3.025 3.731
87 F 5.024 3.178 3.852

Computed properties:
multiplicity = 5
M = 1081.45 g mol⁻¹
net charge = +2
gap between HOMO and LUMO (spin up / spin down) = 0.269 / 0.213 Ha
energy relative to the best compared isomer or geometry (same formula, charge and spin) = 1.229 eV

Atom charges from the Löwdin analysis, given in e for atoms 1 to 8: 1.460 -0.025 -0.312 0.002 -0.024 -0.118 -0.454 -0.005



Formula: C36H34Br4NO2PW
Source: OMol25
Level of theory: wB97M-V/def2-TZVPD

CARTESIAN COORDINATES (ANGSTROEM)
1 W -0.498 0.145 0.125
2 C -0.414 3.564 1.390
3 C -1.199 2.463 0.725
4 C -1.317 2.404 -0.686
5 C -0.742 3.443 -1.609
6 C -2.087 1.361 -1.267
7 C -2.098 1.178 -2.760
8 C -2.934 0.544 -0.458
9 C -3.934 -0.368 -1.101
10 C -2.810 0.584 0.944
11 C -3.592 -0.345 1.825
12 C -1.902 1.512 1.533
13 C -1.828 1.551 3.037
14 H -1.107 4.293 1.817
15 H 0.240 4.083 0.699
16 H 0.206 3.217 2.215
17 H 0.076 3.051 -2.212
18 H -0.380 4.320 -1.085
19 H -1.527 3.770 -2.292
20 H -2.953 1.698 -3.201
21 H -2.173 0.121 -3.010
22 H -1.196 1.575 -3.218
23 H -4.879 -0.308 -0.562
24 H -3.604 -1.409 -1.081
25 H -4.118 -0.099 -2.135
26 H -2.938 -0.840 2.544
27 H -4.097 -1.119 1.258
28 H -4.343 0.214 2.389
29 H -2.791 1.879 3.434
30 H -1.080 2.239 3.415
31 H -1.642 0.561 3.455
32 Br -2.783 -6.091 -1.883
33 C -2.079 -4.689 -0.863
34 C -1.854 -4.850 0.514
35 Br -2.253 -6.469 1.359
36 C -1.343 -3.794 1.270
37 Br -1.063 -3.883 3.124
38 C -1.036 -2.604 0.635
39 O -0.565 -1.498 1.258
40 C -1.245 -2.451 -0.725
41 O -0.939 -1.214 -1.203
42 C -1.788 -3.472 -1.484
43 Br -2.146 -3.126 -3.297
44 N 0.922 0.466 1.841
45 C 2.371 0.275 1.671
46 C 3.191 0.312 2.790
47 C 4.559 0.181 2.623
48 C 5.103 0.030 1.350
49 C 4.275 -0.009 0.244
50 C 2.892 0.099 0.403
51 P 1.752 0.038 -0.988
52 C 1.978 -1.543 -1.819
53 C 2.732 -2.558 -1.232
54 C 2.837 -3.791 -1.860
55 C 2.192 -4.016 -3.066
56 C 1.418 -3.016 -3.641
57 C 1.297 -1.788 -3.014
58 C 2.304 1.400 -2.045
59 C 2.543 2.627 -1.418
60 C 3.007 3.706 -2.147
61 C 3.230 3.571 -3.514
62 C 3.005 2.355 -4.139
63 C 2.549 1.264 -3.408
64 H 0.581 -0.244 2.494
65 H 0.793 1.365 2.301
66 H 2.770 0.440 3.780
67 H 5.206 0.205 3.490
68 H 6.174 -0.058 1.227
69 H 4.696 -0.125 -0.748
70 H 3.234 -2.401 -0.287
71 H 3.426 -4.575 -1.403
72 H 2.281 -4.976 -3.556
73 H 0.895 -3.201 -4.569
74 H 0.646 -1.034 -3.442
75 H 2.393 2.729 -0.348
76 H 3.208 4.649 -1.656
77 H 3.597 4.412 -4.086
78 H 3.200 2.245 -5.197
79 H 2.414 0.313 -3.903

Computed properties:
multiplicity = 3
M = 1047.10 g mol⁻¹
net charge = +2
gap between HOMO and LUMO (spin up / spin down) = 0.257 / 0.206 Ha
energy relative to the best compared isomer or geometry (same formula, charge and spin) = 0.150 eV

Atom charges from the Löwdin analysis, given in e for atoms 1 to 8: 1.612 -0.003 -0.234 -0.213 0.004 -0.251 -0.009 -0.193



Formula: C36H34BrClF40O8
Source: OMol25
Level of theory: wB97M-V/def2-TZVPD

CARTESIAN COORDINATES (ANGSTROEM)
1 C -8.040 -0.502 -4.960
2 C -6.996 -1.511 -5.284
3 C -6.133 -2.224 -4.086
4 C -5.467 -3.520 -4.897
5 O -6.015 -4.318 -5.828
6 O -4.103 -3.514 -4.329
7 C -3.664 -2.115 -4.009
8 C -2.641 -1.828 -5.284
9 C -3.343 -0.964 -6.505
10 O -3.963 -1.529 -7.567
11 Br -3.314 1.067 -6.373
12 C -4.951 -1.130 -3.778
13 C -5.224 -0.435 -2.321
14 C -4.081 -0.721 -1.183
15 C -2.604 -0.079 -1.504
16 Cl -4.686 0.160 0.377
17 H -8.397 -0.254 -3.860
18 H -8.574 0.031 -5.874
19 H -6.827 -1.809 -6.418
20 H -6.674 -2.686 -3.157
21 H -2.905 -2.321 -3.142
22 H -2.339 -2.874 -5.769
23 H -1.667 -1.252 -4.984
24 H -5.186 -0.265 -4.531
25 H -5.464 0.725 -2.456
26 H -6.235 -0.915 -1.905
27 H -4.047 -1.872 -0.873
28 H -2.152 0.253 -0.451
29 H -2.632 0.884 -2.168
30 H -1.828 -0.834 -1.959
31 F 2.148 -2.042 0.898
32 C 0.847 -1.751 0.682
33 F 0.655 -1.842 -0.663
34 C 0.465 -0.362 1.184
35 F 1.126 0.612 0.504
36 F -0.865 -0.164 0.914
37 C 0.656 -0.143 2.693
38 O 1.871 0.502 3.089
39 C 3.005 -0.355 3.214
40 F 2.593 -1.645 3.170
41 F 3.480 -0.159 4.473
42 C 4.105 -0.042 2.192
43 F 3.646 -0.125 0.917
44 F 5.132 -0.927 2.291
45 H 0.232 -2.524 1.153
46 H -0.131 0.553 3.006
47 H 0.465 -1.051 3.277
48 H 4.504 0.965 2.340
49 F 0.314 2.931 -6.250
50 C -0.253 1.891 -5.601
51 F -1.129 2.431 -4.710
52 C 0.771 1.018 -4.883
53 F 1.403 1.704 -3.893
54 F 0.098 0.002 -4.255
55 C 1.823 0.368 -5.795
56 O 3.081 1.043 -5.892
57 C 3.130 2.112 -6.836
58 F 2.021 2.069 -7.613
59 F 4.173 1.830 -7.661
60 C 3.347 3.480 -6.177
61 F 2.380 3.759 -5.267
62 F 3.309 4.479 -7.099
63 H -0.835 1.306 -6.319
64 H 2.071 -0.599 -5.340
65 H 1.420 0.109 -6.782
66 H 4.312 3.521 -5.666
67 F 5.665 3.333 7.303
68 C 5.194 3.937 8.414
69 F 5.529 3.130 9.458
70 C 3.685 4.155 8.369
71 F 3.013 2.973 8.341
72 F 3.308 4.765 9.538
73 C 3.191 5.043 7.217
74 O 2.710 4.361 6.054
75 C 3.714 3.957 5.124
76 F 4.887 4.551 5.451
77 F 3.348 4.491 3.928
78 C 3.829 2.433 4.995
79 F 4.094 1.846 6.190
80 F 4.846 2.087 4.162
81 H 5.724 4.884 8.550
82 H 2.313 5.580 7.595
83 H 3.905 5.835 6.962
84 H 2.904 2.000 4.606
85 F -1.470 1.529 8.302
86 C -1.218 0.422 9.031
87 F -2.138 -0.505 8.648
88 C -1.306 0.675 10.533
89 F -2.567 1.020 10.905
90 F -1.041 -0.505 11.179
91 C -0.317 1.719 11.074
92 O -0.826 3.046 11.240
93 C -0.817 3.855 10.065
94 F -0.079 3.241 9.109
95 F -0.132 4.982 10.396
96 C -2.226 4.228 9.586
97 F -2.981 3.128 9.340
98 F -2.177 4.931 8.423
99 H -0.232 0.037 8.754
100 H -0.059 1.401 12.092
101 H 0.638 1.710 10.537
102 H -2.746 4.834 10.333
103 F 2.699 -4.722 -5.348
104 C 2.603 -3.729 -6.259
105 F 2.641 -2.563 -5.557
106 C 1.325 -3.814 -7.088
107 F 0.220 -3.644 -6.315
108 F 1.322 -2.766 -7.972
109 C 1.171 -5.101 -7.912
110 O 0.369 -6.133 -7.330
111 C 1.043 -6.979 -6.400
112 F 2.376 -6.754 -6.481
113 F 0.852 -8.249 -6.848
114 C 0.499 -6.848 -4.971
115 F 0.575 -5.571 -4.519
116 F 1.216 -7.609 -4.103
117 H 3.490 -3.755 -6.899
118 H 0.628 -4.821 -8.824
119 H 2.132 -5.485 -8.276
120 H -0.547 -7.161 -4.920

Computed properties:
multiplicity = 1
SMILES = C=C[C@H]1C(=O)O[C@@H](CC(=O)Br)[C@@H]1C[C@@H](C)Cl.FC(F)C(F)(F)COC(F)(F)C(F)F.FC(F)C(F)(F)COC(F)(F)C(F)F.FC(F)C(F)(F)COC(F)(F)C(F)F.FC(F)C(F)(F)COC(F)(F)C(F)F.FC(F)C(F)(F)COC(F)(F)C(F)F
M = 1469.94 g mol⁻¹
gap between HOMO and LUMO = 0.331 Ha

Atom charges from the Löwdin analysis, given in e for atoms 1 to 8: -0.015 -0.114 -0.148 -0.198 0.005 -0.083 -0.179 -0.071